[1]
This record from the OMol25 dataset describes the ion C6H13N3O5P with charge +1. The level of theory is wB97M-V/def2-TZVPD.

Output
net charge: +1
structure (SMILES): CCOCCOn1c[nH+]nc1P(=O)(O)O
HOMO level: -13.486 eV

Each line ends with the Mulliken charge.
CARTESIAN COORDINATES (ANGSTROEM)
C 1.1237 2.4423 -1.0472  -0.619
C -0.0868 2.3903 -2.1580  -0.320
O -1.0002 1.2462 -2.0213  -0.351
C -0.4073 0.0080 -2.6105  -0.479
C -0.5829 -1.1625 -1.4283  -0.463
O -0.0342 -0.5737 -0.2027  -0.024
N -0.8161 -0.7541 0.8689  0.276
C -2.2738 -0.4893 1.1589  -0.126
N -2.5623 -0.8794 2.5918  0.073
N -1.4234 -1.3479 3.2509  -0.337
C -0.2796 -1.2785 2.2174  -0.021
P 1.5771 -1.7179 2.4131  1.032
O 1.7371 -2.4779 3.8026  -0.572
O 2.2725 -2.5503 1.0495  -0.456
O 2.4984 -0.2089 2.5834  -0.517
H 0.7556 2.8912 -0.0097  0.219
H 1.5868 1.3875 -0.7927  0.059
H 2.0265 3.1066 -1.4574  0.325
H 0.3426 2.4020 -3.2690  0.301
H -0.6877 3.4077 -2.0497  0.287
H 0.7496 0.1941 -2.6854  0.352
H -0.9061 -0.3097 -3.6236  0.309
H -1.7164 -1.4459 -1.3933  0.320
H 0.0111 -2.1275 -1.7698  0.312
H -2.9421 -0.0585 0.3009  0.428
H -3.5267 -0.7901 2.9865  0.285
H 2.6775 -1.8425 0.4377  0.354
H 1.8871 0.5386 2.8570  0.351

[2]
This record from the OMol25 dataset describes a structure of composition C6H13N3PS. The level of theory is wB97M-V/def2-TZVPD.

Output
net charge: +1
energy above the lowest of the compared OMol25 structures with the same formula, charge and spin: 0.0 kcal per mole
HOMO level: -12.702 eV

Each line ends with the Mulliken charge.
CARTESIAN COORDINATES (ANGSTROEM)
C 0.3581 -1.0266 0.2063  0.621
C -0.8005 0.8465 -0.6153  0.066
C -1.1439 -1.3512 -1.6692  -1.164
C 0.5606 -3.5561 0.0887  -0.915
C -0.7653 2.3781 1.8037  -1.150
C 1.3674 2.9654 -0.2281  -1.077
N 1.0268 0.2924 1.3118  -0.689
N -0.5495 -0.4957 -0.6014  0.013
N 0.7802 -2.1840 0.5741  -0.174
P 0.3677 1.6323 0.6232  0.876
S -1.7126 1.5429 -1.7346  -0.175
H -0.9521 -1.1330 -2.6899  0.375
H -1.0729 -2.3772 -1.5252  0.343
H -2.3638 -1.2268 -1.5946  0.364
H -0.5099 -3.7965 0.4213  0.321
H 1.4459 -4.0577 0.4643  0.314
H 0.5432 -3.5000 -0.9158  0.404
H -1.4923 3.0927 1.4155  0.414
H -1.3604 1.6311 2.1858  0.383
H -0.1920 3.1379 2.4685  0.354
H 2.1209 3.1396 0.4262  0.453
H 2.0606 2.5133 -1.0615  0.335
H 0.6761 3.7584 -0.5088  0.368
H 1.6078 -2.2256 1.1551  0.339

[3]
This record from the OMol25 dataset describes a structure of composition C6H13N4O. The level of theory is wB97M-V/def2-TZVPD.

Output
net charge: +1
energy above the lowest of the compared OMol25 structures with the same formula, charge and spin: 138.5 kcal per mole
HOMO level (alpha / beta): -10.332 / -14.020 eV
multiplicity: 3

Each line ends with the Mulliken charge.
CARTESIAN COORDINATES (ANGSTROEM)
C 1.5295 1.2442 -0.1946  0.069
C 3.0592 -0.4867 -0.1010  -0.249
C -2.3703 -0.4666 0.3506  -0.664
C -1.3118 -1.0441 -0.6383  -0.480
C 1.8584 -1.2752 0.3607  -0.668
C -1.2790 1.2381 -0.6988  -0.516
N 2.7212 0.9148 -0.3651  -0.469
N -2.1167 0.9391 0.4655  -0.490
N -0.3000 0.1156 -0.7424  -0.423
N 0.6498 0.2423 0.3382  0.831
O 0.1854 0.5065 1.5330  -0.393
H 1.2240 2.2947 -0.4617  0.274
H 3.8362 -0.4969 0.7063  0.298
H 3.5215 -0.9714 -1.0163  0.307
H -3.4253 -0.6409 0.2381  0.469
H -2.1065 -0.9749 1.3075  0.318
H -0.8305 -1.8846 -0.2387  0.354
H -1.6542 -1.2647 -1.7657  0.266
H 1.4968 -2.0695 -0.2877  0.345
H 1.8697 -1.4717 1.4693  0.272
H -1.8890 1.1940 -1.6325  0.395
H -0.7838 2.2926 -0.6567  0.293
H -3.0218 1.4135 0.4676  0.366
H -0.8627 0.6517 1.5627  0.495

[4]
This record from the OMol25 dataset describes the ion C6H13NO with charge -1. The level of theory is wB97M-V/def2-TZVPD.

Output
net charge: -1
energy above the lowest of the compared OMol25 structures with the same formula, charge and spin: 40.9 kcal per mole
HOMO level (alpha / beta): 1.376 / -3.772 eV
multiplicity: 2

Each line ends with the Mulliken charge.
CARTESIAN COORDINATES (ANGSTROEM)
C -2.4167 1.3962 0.4747  -1.272
N -1.0622 1.6706 -0.0713  -0.916
C -0.4241 0.3792 -0.5097  0.100
C 0.9091 0.1632 0.1384  -1.081
C 1.5445 -1.2161 -0.1837  -0.485
C 1.5941 -2.0252 1.1497  -1.219
C -0.2737 0.6830 -2.0049  -0.639
O 0.7856 0.8469 -2.5706  -0.471
H -2.6870 2.0541 1.3089  0.563
H -2.5450 0.4019 0.9105  0.284
H -3.1307 1.5676 -0.3324  0.283
H -0.5089 2.0703 0.6712  0.466
H -1.1188 -0.4553 -0.4255  0.494
H 1.5834 0.9321 -0.2484  0.210
H 0.7396 0.2560 1.2138  0.568
H 0.7985 -1.7703 -0.7601  0.322
H 2.4996 -1.0885 -0.6779  0.324
H 1.7054 -3.1120 1.1028  0.366
H 0.7090 -1.8954 1.7699  0.316
H 2.4786 -1.6362 1.6758  0.295
H -1.1804 0.7779 -2.6312  0.491

[5]
This record from the OMol25 dataset describes the molecule C6H13NO. The level of theory is wB97M-V/def2-TZVPD.

Output
net charge: 0
structure (SMILES): CC(=O)NCC(C)C
energy above the lowest of the compared OMol25 structures with the same formula, charge and spin: 47.1 kcal per mole
HOMO level: -9.571 eV

Each line ends with the Mulliken charge.
CARTESIAN COORDINATES (ANGSTROEM)
O -1.0486 -1.0016 1.8964  -0.594
C -0.0760 -0.2846 1.8041  0.756
N 0.7284 -0.3979 0.6943  -0.279
C 0.3014 -0.9156 -0.6355  -1.347
C -0.2470 0.1496 -1.4884  1.053
C -0.6155 -0.3780 -2.9412  -1.378
C 0.6503 1.4180 -1.6498  -1.504
C 0.1699 0.9116 2.7853  -1.086
H 1.3100 0.3521 0.5282  0.297
H 1.2380 -1.4721 -1.1060  0.303
H -0.2167 -1.8662 -0.5514  0.486
H -1.1259 0.4311 -0.9433  0.213
H 0.0750 0.1699 -3.6245  0.306
H -1.5392 0.0399 -3.2074  0.354
H -0.5820 -1.4480 -2.8562  0.415
H 0.1813 2.1536 -2.2316  0.480
H 1.8207 1.3194 -1.9682  0.197
H 0.4044 1.8291 -0.5853  0.400
H -0.5155 1.8227 2.6630  0.258
H 1.1470 1.3877 2.7326  0.345
H -0.0063 0.6720 3.8716  0.322

[6]
This record from the OMol25 dataset describes the molecule C6H13NO. The level of theory is wB97M-V/def2-TZVPD.

Output
net charge: 0
structure (SMILES): C/C=C/C[C@H](N)CO
energy above the lowest of the compared OMol25 structures with the same formula, charge and spin: 60.0 kcal per mole
HOMO level: -8.611 eV

Each line ends with the Mulliken charge.
CARTESIAN COORDINATES (ANGSTROEM)
C -1.4746 -0.9308 -0.2114  -0.774
O -1.6556 -2.1166 0.5179  -0.506
C -0.1264 -0.9568 -1.0089  0.648
C 0.7638 0.2877 -0.8565  -0.787
C 0.5495 1.2061 0.3312  -0.277
C 1.3973 1.4492 1.3329  -0.055
C 1.0666 2.5484 2.2691  -1.189
N -0.2256 -1.3187 -2.3972  -0.535
H -2.2873 -0.7725 -0.9775  0.285
H -1.7447 -0.0413 0.3637  0.318
H -1.4882 -1.9039 1.4327  0.295
H 0.4573 -1.8370 -0.6831  0.068
H 0.6337 0.8350 -1.8064  0.318
H 1.8029 -0.0102 -0.7421  0.236
H -0.3521 1.8153 0.2542  0.352
H 2.3317 0.9132 1.4795  0.359
H 1.0043 3.5810 1.8762  0.309
H 0.1331 2.4659 2.8440  0.292
H 1.8993 2.5935 2.9943  0.321
H -0.7767 -2.1235 -2.6270  0.190
H -0.0841 -0.6414 -3.1221  0.130

[7]
This record from the OMol25 dataset describes a structure of composition C6H13NO. The level of theory is wB97M-V/def2-TZVPD.

Output
net charge: 0
energy above the lowest of the compared OMol25 structures with the same formula, charge and spin: 105.4 kcal per mole
HOMO level: -9.150 eV

Each line ends with the Mulliken charge.
CARTESIAN COORDINATES (ANGSTROEM)
C 0.9293 -1.4227 -0.1387  -0.674
C 0.3828 -2.3992 0.8870  -0.990
C -0.0883 0.5478 0.7685  0.079
O 0.2886 0.5162 1.9250  -0.517
H -1.1551 0.1204 0.5661  0.070
H 1.7555 -0.8162 0.2322  0.444
H 1.5251 -1.9746 -0.8719  0.397
H -0.4016 -3.0353 0.4635  0.287
H -0.0246 -1.8749 1.7607  0.279
H 1.1731 -3.0588 1.2449  0.349
C 0.2726 1.6614 -0.1918  0.018
C -0.5554 2.9113 0.1039  -1.337
C -0.2963 -1.1234 -1.6125  -0.188
N -1.4920 -1.0265 -1.4367  -0.535
H -1.7530 -0.7852 -0.4057  0.372
H 0.2936 -1.1237 -2.5166  0.389
H 1.3391 1.8712 -0.0810  0.260
H 0.0982 1.3408 -1.2197  0.234
H -1.6207 2.7083 -0.0127  0.362
H -0.2963 3.7124 -0.5844  0.376
H -0.3746 3.2507 1.1199  0.325

[8]
This record from the OMol25 dataset describes the molecule C6H13NO. The level of theory is wB97M-V/def2-TZVPD.

Output
net charge: 0
structure (SMILES): CCO[C@@H]1[C@H](C)[C@H]1N
energy above the lowest of the compared OMol25 structures with the same formula, charge and spin: 55.3 kcal per mole
HOMO level: -8.493 eV

Each line ends with the Mulliken charge.
CARTESIAN COORDINATES (ANGSTROEM)
C -0.3233 -0.7673 0.4059  -0.285
C -0.7819 -1.2483 -0.9584  -0.356
C 0.6653 -1.3574 -0.5872  0.251
C 0.3242 1.4829 1.3563  -0.187
C 1.7069 -0.5253 -1.2897  -1.501
C -0.4731 2.7786 1.3183  -1.043
N -1.6263 -2.3713 -1.2160  -0.648
O -0.5362 0.5921 0.5617  -0.276
H -0.5356 -1.3679 1.2923  0.321
H -1.0195 -0.4220 -1.6207  0.385
H 1.0070 -2.3524 -0.3192  0.354
H -2.5917 -2.1408 -1.0036  0.266
H -1.3590 -3.1697 -0.6501  0.252
H 1.3106 1.5751 0.8868  0.239
H 0.4239 1.0820 2.3732  0.328
H 1.9452 -0.9602 -2.2595  0.381
H 2.6223 -0.4788 -0.7001  0.349
H 1.3389 0.4862 -1.4465  0.282
H -1.4442 2.4518 0.9003  0.287
H -0.6205 3.2018 2.3071  0.294
H -0.0329 3.5111 0.6491  0.308

[9]
This record from the OMol25 dataset describes a cluster of 2 separate species, C6H13NO in total. The level of theory is wB97M-V/def2-TZVPD.

Output
net charge: 0
structure (SMILES): C=CC=C.CNCO
energy above the lowest of the compared OMol25 structures with the same formula, charge and spin: 63.8 kcal per mole
HOMO level: -8.782 eV

Each line ends with the Mulliken charge.
CARTESIAN COORDINATES (ANGSTROEM)
C 3.0616 -2.4992 0.0684  -0.784
N 2.5886 -1.4556 -0.8458  -0.316
C 1.7292 -0.5083 -0.1867  -0.501
O 1.4241 0.6163 -0.9796  -0.539
H 4.1203 -2.3386 0.2854  0.244
H 2.9866 -3.4850 -0.3842  0.334
H 2.5230 -2.4969 1.0167  0.274
H 2.0804 -1.8461 -1.6320  0.231
H 0.7277 -0.8645 0.0706  0.385
H 2.2287 -0.1475 0.7159  0.392
H 2.2027 1.0195 -1.3876  0.279
C -2.6150 3.0633 -0.4731  -0.805
C -2.8765 1.7931 -0.1623  -0.004
C -2.2073 1.0374 0.8900  0.145
C -2.5337 -0.2352 1.1216  -0.857
H -1.8944 3.6362 0.0966  0.246
H -3.1302 3.5230 -1.3044  0.262
H -3.6048 1.2670 -0.7707  0.215
H -1.4262 1.4888 1.4840  0.288
H -2.0536 -0.8849 1.8405  0.303
H -3.3314 -0.6828 0.5368  0.209

[10]
This record from the OMol25 dataset describes the molecule C6H13NO. The level of theory is wB97M-V/def2-TZVPD.

Output
net charge: 0
structure (SMILES): NCCCCCC=O
energy above the lowest of the compared OMol25 structures with the same formula, charge and spin: 28.5 kcal per mole
HOMO level: -9.240 eV

Each line ends with the Mulliken charge.
CARTESIAN COORDINATES (ANGSTROEM)
O -0.4323 -0.1581 -3.8258  -0.485
C -0.7623 0.3263 -2.7775  0.005
C -0.0204 1.4494 -2.0833  -0.596
C 0.0264 1.1909 -0.5768  -0.584
C 0.9398 0.0290 -0.1771  -0.597
C 0.7900 -0.3813 1.2652  -0.712
C -0.5686 -1.0258 1.5735  -0.394
N -0.5437 -1.8778 2.7571  -0.571
H -1.6466 -0.0202 -2.2266  0.350
H 0.9743 1.4523 -2.5182  0.275
H -0.4870 2.4246 -2.2182  0.365
H -0.9992 1.0651 -0.2383  0.253
H 0.3838 2.0964 -0.0979  0.362
H 0.7216 -0.8013 -0.8667  0.338
H 1.9597 0.3087 -0.4501  0.357
H 0.9008 0.4691 1.9353  0.222
H 1.5341 -1.1202 1.5349  0.426
H -0.8784 -1.5768 0.6938  0.204
H -1.3065 -0.2428 1.7444  0.288
H 0.3934 -2.1761 3.0042  0.233
H -0.9787 -1.4315 3.5480  0.261